# 1
Here is C35H37BrP2Pb as an isolated structure at a distorted geometry from OMol25. Energies are from ωB97M-V with the def2-TZVPD basis set.

Output
F_max	2.97	eV/Å
E_tot	-130739.44901	eV
E_LUMO (spin up / spin down)	-7.999 / -8.573	eV
spin multiplicity	1
net charge	+2
gap between HOMO and LUMO (spin up / spin down)	4.77 / 4.24	eV

Atoms and positions in Å:
Pb -0.6246 -2.2442 -1.4693
Br -2.0660 -4.4502 -1.5120
P 0.9119 -0.4534 1.9082
P -2.4551 1.3349 0.2930
C 2.9285 -0.2986 -1.1155
C 1.7756 -1.9981 1.3988
C 2.8277 -2.6639 2.0483
C 0.5121 0.7826 -2.2906
C 1.7666 1.5901 -2.3885
C 2.8988 1.1633 -1.4081
C 1.4203 -2.5983 0.1472
C 1.1692 -1.1095 -3.8945
C 1.5634 -0.5354 4.6606
C 2.6752 -1.1857 -3.4859
C -4.2356 -1.3705 -2.1440
C -3.3729 2.7886 0.6874
C -3.8797 -0.9849 -3.4377
C 3.8093 1.0675 4.1991
C -3.0345 3.4888 1.8682
C -3.9159 -0.5655 -1.0516
C 1.7952 0.0133 3.3799
C -4.4463 3.2191 -0.1250
C -0.7454 1.6360 0.5573
C -4.9960 4.8520 1.5587
C -2.8360 1.0225 -2.5508
C -3.1476 0.6113 -1.2342
C 3.2804 -3.9183 1.5950
C -3.2897 0.2637 -3.6417
C 2.9586 -1.2840 -2.0387
C 0.2114 -0.3031 -3.0394
C 1.5800 -3.9642 -0.0862
C 0.4242 0.9451 0.9180
C 3.5975 0.5231 5.4706
C 2.9334 0.8018 3.1582
C -3.8582 4.5159 2.3155
C -1.3144 -1.6535 0.7551
C 2.4524 -0.2514 5.6932
C -5.2617 4.2497 0.3197
C 2.5833 -4.6261 0.6056
H 2.2829 -0.6412 6.6947
H -0.2138 1.2114 -1.5873
H 3.3333 -2.2617 -1.7130
H -0.8409 -0.4724 -3.3611
H 0.7997 -2.1590 -3.9802
H -2.1574 3.1672 2.4272
H -6.0938 4.5904 -0.3059
H -4.7389 -2.3249 -1.9817
H -3.1554 0.6608 -4.6526
H -3.6076 5.0469 3.2386
H -4.6542 2.7065 -1.0668
H 3.8490 1.5005 -1.8677
H 0.6937 -1.1732 4.8278
H -0.6097 2.7118 0.3373
H 4.1719 -4.3553 2.0285
H 3.1183 1.1856 2.1512
H 3.0467 -0.5438 -0.0564
H 4.3211 0.7131 6.2597
H -5.6794 5.6052 1.9458
H 1.1589 -0.6988 -4.9205
H 3.2513 -0.3615 -3.9348
H -2.2228 1.9028 -2.7025
H 0.9477 -4.4642 -0.8299
H 3.0426 -2.1407 -3.8956
H 1.3296 1.5618 0.7555
H 1.5394 2.6451 -2.1603
H -4.1904 -0.8853 -0.0455
H 2.8297 -5.6626 0.3674
H 1.4603 -1.8543 -0.6776
H 2.1545 1.5374 -3.4204
H -2.0608 -2.4411 0.9846
H 4.6682 1.6966 4.0020
H -1.8290 -0.6752 0.6805
H -4.0078 -1.6784 -4.2813
H 3.3379 -2.1830 2.8883
H -0.6661 -1.5771 1.6850
H 2.7961 1.7002 -0.4568

---

# 2
Here is C35H37ClP2Ti as an isolated structure at a distorted geometry from OMol25. Energies are from ωB97M-V with the def2-TZVPD basis set.

Output
F_max	1.73	eV/Å
E_tot	-91106.23766	eV
E_LUMO (spin up / spin down)	0.064 / 0.057	eV
spin multiplicity	3
net charge	0
gap between HOMO and LUMO (spin up / spin down)	5.67 / 7.99	eV
expectation value of S²	2.010

Atoms and positions in Å:
Ti 1.1313 -0.7267 -6.3509
Cl 1.5430 0.7195 -4.6375
P 1.6307 0.7273 -8.1492
P -0.1742 -1.8086 -8.0123
C -1.0858 -4.8423 -11.3788
C 1.0898 3.3317 -7.2117
C -0.9144 -0.2324 -8.5758
C -1.6694 0.9955 0.0762
C 2.4375 0.9328 -9.7702
C -0.0279 -5.1149 -10.4970
C 2.5726 4.5563 -5.7397
C -0.4830 -3.0524 -9.2855
C -1.7230 -0.1250 -0.9282
C -1.0179 -1.3135 -5.5057
C 2.0236 2.3009 -7.2854
C -2.7386 -3.5023 -5.2383
C 3.5156 3.5263 -5.8279
C -2.2959 -2.8100 -4.0969
C -1.0049 2.3244 -2.9916
C -1.3899 -1.7543 -4.2258
C 3.2491 2.4026 -6.6038
C 2.4505 -2.1739 -5.9770
C -1.5606 -2.8111 -10.1510
C -2.1165 -3.2755 -6.4749
C 3.6185 2.3233 -11.3778
C -1.6137 2.4048 -0.5611
C -1.8663 -3.6967 -11.1858
C 2.2025 -0.0163 -10.7868
C 1.3699 4.4584 -6.4397
C -2.3820 2.0164 -3.4629
C 3.3946 1.3796 -12.3875
C 0.2807 -4.2278 -9.4583
C -1.2873 -2.1589 -6.6127
C -2.5769 -0.1454 -1.9603
C 2.6690 0.2200 -12.0820
C -0.1289 0.8651 -8.6613
C -0.6679 2.4872 -1.7087
C -3.2433 0.9895 -2.6609
C 3.1474 2.1002 -10.0807
H -1.0356 -0.9574 -0.7220
H 4.1620 3.2392 -11.6051
H 1.6331 -0.9203 -10.5694
H 1.1077 -4.4522 -8.7834
H -0.7692 0.8567 0.6904
H -3.5303 -4.2409 -5.1536
H 3.4608 -1.7679 -6.1505
H 3.7827 1.5441 -13.3988
H 2.2950 -2.3505 -4.8929
H -0.4572 1.8128 -9.1066
H -2.8456 -1.1282 -2.3661
H -2.7143 -3.4816 -11.8380
H 0.5507 -6.0319 -10.6430
H -1.3102 -5.5137 -12.2128
H 3.9641 1.5792 -6.6367
H 4.4530 3.5984 -5.2792
H -2.6282 2.6772 -0.8760
H -3.9011 1.5360 -1.9757
H -1.9986 -0.2279 -8.7623
H 3.3214 2.8574 -9.3164
H -2.6881 -3.0857 -3.1137
H 2.4710 -0.5053 -12.8716
H -0.9717 -1.2392 -3.3605
H -2.5429 0.9536 0.7564
H -2.3205 1.6537 -4.4985
H -0.2763 2.5128 -3.7916
H 2.7768 5.4360 -5.1272
H -1.2658 3.1042 0.2160
H -2.1570 -1.9132 -10.0169
H -2.2844 -3.9479 -7.3181
H 0.3728 2.6854 -1.4157
H 0.6346 5.2619 -6.3981
H 0.1438 3.2336 -7.7382
H -0.6886 -0.2242 -5.6554
H 2.2583 -3.0757 -6.5666
H -3.9020 0.5092 -3.4037
H -2.9845 2.9400 -3.4884

---

# 3
Here is C35H37F5OP2SnTe as an isolated structure at a distorted geometry from OMol25. Energies are from ωB97M-V with the def2-TZVPD basis set.

Output
F_max	6.48	eV/Å
E_tot	-84222.67606	eV
E_LUMO	-1.579	eV
spin multiplicity	1
net charge	0
gap between HOMO and LUMO	5.08	eV

Atoms and positions in Å:
Te -0.9125 2.3457 0.0658
Sn -0.3633 2.5907 -3.7858
P 3.0029 0.0504 -1.0783
P -3.3285 -1.2688 -3.2566
F 0.7641 3.3671 0.0470
F -2.4328 1.1774 0.0154
F -0.8209 2.0616 1.9566
F -1.9830 3.9160 0.3285
F 0.1806 0.7309 -0.1351
O -1.1305 2.6368 -1.7545
C 4.0210 -2.4586 -0.8740
C -6.8168 1.0616 -1.3668
C -1.5860 2.5274 -6.4060
C 3.2708 0.9171 0.4943
C 5.7011 -0.7300 -1.2359
C -0.6477 0.2349 -2.8728
C 4.1451 0.9078 -3.4875
C -5.9002 -0.9655 -2.2978
C -6.9644 -0.2911 -1.7100
C -3.0967 -3.6630 -1.8968
C -3.4798 -3.7789 -4.3427
C 0.2846 0.5195 -4.2501
C -0.2276 -0.5950 -5.1550
C -3.1076 -5.0618 -1.8470
C 3.2846 2.6982 -2.0862
C -3.5488 -5.1643 -4.2707
C -2.2091 0.9696 -4.6777
C 4.3651 -1.1107 -1.0987
C -0.1117 1.9439 -6.6177
C -4.5117 1.0465 -2.1153
C -3.3460 -3.0292 -3.1418
C 3.5364 1.3265 -2.2889
C 4.6378 1.8527 -4.3877
C -1.6591 -0.1758 -5.5163
C 4.4868 3.2187 -4.1225
C 5.0190 -3.4206 -0.8355
C 3.7961 3.6355 -2.9813
C -2.0063 2.3566 -4.9648
C -5.6191 1.7513 -1.6041
C 6.3587 -3.0491 -0.9959
C 6.6983 -1.7046 -1.1942
C -4.6578 -0.3271 -2.4616
C -1.7569 -0.5866 -2.6263
C -3.3645 -5.7888 -3.0215
C 0.6570 1.7160 -5.3133
H -1.6272 3.5990 -6.6509
H -0.1421 1.0938 -7.3723
H -3.5416 1.5532 -2.1942
H 4.3094 1.2672 0.5222
H -2.7481 3.0410 -4.5249
H -5.9791 -2.0207 -2.6226
H -7.9096 -0.8282 -1.5447
H 7.7375 -1.4132 -1.3185
H 0.0689 0.1707 -2.0276
H 3.0996 0.1788 1.2857
H 5.1538 1.5282 -5.2942
H -2.2819 -1.0904 -5.4279
H -3.3165 0.7605 -4.5970
H 2.5682 1.7466 0.6124
H 7.1424 -3.8080 -0.9636
H -0.1867 -1.5756 -4.6390
H 1.2757 0.2520 -3.8352
H -3.5400 -3.2504 -5.3078
H 0.4019 -0.6895 -6.0429
H -7.6603 1.5760 -0.8775
H -2.2966 1.9946 -7.0689
H 4.7534 -4.4655 -0.6762
H 0.4270 2.7572 -7.1572
H -1.6848 0.0667 -6.5872
H -5.5490 2.8238 -1.4029
H -2.9170 -3.0546 -1.0072
H -3.3892 -6.8826 -2.9719
H 2.7026 3.0148 -1.2194
H 3.6414 4.6992 -2.7732
H 2.9668 -2.7261 -0.7381
H 5.9717 0.3224 -1.3808
H 4.2699 -0.1550 -3.7086
H 4.8987 3.9645 -4.8039
H 1.7445 1.8757 -5.4952
H -3.7296 -5.7623 -5.1888
H -1.6752 -1.1229 -1.6575
H -2.9007 -5.5686 -0.8810

---

# 4
Here is C35H37F6N2NaO6S2SbSi as an isolated structure from OMol25. Energies are from ωB97M-V with the def2-TZVPD basis set.

Output
F_max	0.98	eV/Å
E_tot	-108973.91171	eV
E_LUMO (spin up / spin down)	3.752 / 3.752	eV
spin multiplicity	2
net charge	-2
gap between HOMO and LUMO (spin up / spin down)	7.59 / 7.50	eV
expectation value of S²	0.755

Atoms and positions in Å:
Sb 0.8796 -2.4293 -4.2339
S 4.4825 -1.6278 -1.7892
S -0.6727 2.6820 -1.3779
Si 0.2580 -0.0249 1.8785
Na 0.6524 -0.6802 -1.6709
F -0.5314 -1.3448 -3.2446
F -0.8638 -3.2562 -4.5658
F 2.7396 -2.4361 -4.8098
F 1.7877 -0.7907 -3.4312
F 0.5442 -1.4638 -5.8264
F 1.2569 -4.2793 -4.6924
O 0.2709 0.0035 0.3097
O 0.6098 3.8116 -1.2625
O 1.1140 -3.3712 -2.3332
O 1.4931 -2.7063 -1.2887
O 1.0415 6.0005 -1.0560
O 5.6485 -2.2880 -1.1065
N -2.5097 0.9213 -1.4544
N -3.0181 -1.4682 -1.1037
C -4.5516 -3.3479 -1.3988
C -2.6261 -2.5571 3.6424
C -3.3821 -3.8642 -2.2292
C -2.6995 -0.2100 -1.2930
C -3.8160 -1.9454 3.2773
C -2.0745 -3.7131 -1.4472
C 2.4537 -0.6414 3.7016
C 5.1929 0.8250 -1.0160
C -3.7809 -0.7570 2.5542
C -3.9475 5.0979 -1.4854
C -3.3158 6.3421 -1.3564
C -2.0967 -2.4677 -0.5496
C 0.2403 5.1063 -1.1853
C -2.5629 -0.2018 2.1924
C 0.4948 4.3046 3.7035
C -0.1078 3.2944 4.4418
C 5.2154 -0.5318 -3.0595
C 1.7050 -1.0212 2.5875
C -3.2376 3.9145 -1.5135
C -1.2216 5.2068 -1.2864
C -1.9412 6.3956 -1.2559
C -1.4086 -1.9852 3.2825
C -4.4287 -1.8334 -1.2374
C -0.1857 2.0074 3.9223
C 5.2321 0.9088 -2.5436
C 3.2536 -2.8682 2.2591
C 1.0256 4.0203 2.4518
C -1.8452 3.9752 -1.4103
C 2.1277 -2.1525 1.8782
C 0.3379 1.6975 2.6664
C 0.9483 2.7280 1.9476
C 4.0955 -0.1955 -0.7637
C -1.3484 -0.8041 2.5442
C 3.5794 -1.3577 4.0965
C 3.9836 -2.4700 3.3731
H 4.3292 1.4168 -2.8900
H 0.5485 5.3118 4.1014
H -4.5497 -3.8290 -0.4155
H -5.5159 -3.5708 -1.8615
H -1.9093 -4.5861 -0.8088
H -2.4329 -2.7054 0.4656
H -4.7658 -2.3893 3.5533
H -3.7308 2.9596 -1.6089
H 6.1400 0.4390 -0.6275
H -1.4044 7.3302 -1.1530
H 1.4968 4.8014 1.8650
H -3.5323 -4.9069 -2.5141
H 6.2150 -0.9480 -3.1850
H 1.3630 2.5084 0.9719
H -1.2521 -3.6601 -2.1529
H 6.0903 1.4684 -2.9211
H 4.9912 1.7868 -0.5442
H -0.6788 1.2316 4.5014
H 4.1534 -1.0337 4.9579
H -5.0275 5.0584 -1.5645
H -0.4857 -2.4817 3.5653
H 1.5961 -2.4550 0.9823
H -3.9046 7.2500 -1.3357
H 3.5796 -3.7137 1.6655
H 4.6368 -0.6662 -3.9743
H -4.7060 -0.2677 2.2690
H -2.5486 0.7144 1.6079
H -4.8151 -1.3322 -2.1274
H -1.1042 -2.0292 -0.4538
H -2.6438 -3.4849 4.2035
H -0.5258 3.5121 5.4186
H 3.1474 0.2250 -1.0771
H -4.9970 -1.4785 -0.3688
H -3.3034 -3.2913 -3.1567
H 2.1680 0.2449 4.2598
H 4.8753 -3.0143 3.6613
H 4.0125 -0.5660 0.2586

---

# 5
Here is C35H37GeN4O7V as an isolated structure at a distorted geometry from OMol25. Energies are from ωB97M-V with the def2-TZVPD basis set.

Output
F_max	1.20	eV/Å
E_tot	-139395.68936	eV
E_LUMO (spin up / spin down)	2.680 / 2.546	eV
spin multiplicity	4
net charge	-1
gap between HOMO and LUMO (spin up / spin down)	5.48 / 6.18	eV
expectation value of S²	3.839

Atoms and positions in Å:
Ge 3.2902 1.0863 0.4632
V -1.3654 -0.9372 -0.3565
O -2.1000 0.8837 -2.4503
O -2.9997 -1.7170 -1.2830
O 0.8728 -0.6401 0.0632
O -3.4171 3.3965 0.5290
O 2.9127 -1.4165 -0.7704
O -3.7533 -2.5490 -3.2133
O -2.4718 -2.8063 3.1576
N -1.7721 2.2440 -0.5649
N -0.5301 -1.7768 -1.8526
N -1.2155 -2.1640 1.3133
N -2.7379 -0.0221 1.0059
C 0.3135 5.0707 0.5331
C -0.7404 3.2607 1.8654
C 0.8589 -1.8364 -1.9780
C -5.2928 0.1193 2.0403
C 2.4956 -4.0220 1.7840
C 1.6161 -4.4693 0.8141
C 1.5662 -1.2509 -0.9911
C -0.8451 -2.8521 -4.0026
C 0.6704 5.6790 -0.6567
C 0.3303 -3.9406 0.7025
C -4.7791 1.1690 1.2958
C -1.3616 -2.2669 -2.8443
C 0.5521 -2.9839 -4.0963
C -0.5732 3.9930 -1.8853
C 1.3670 0.6436 0.4709
C 0.8248 -2.4739 2.5836
C -2.2374 -2.1309 2.1557
C 3.8918 1.4561 -1.3499
C 0.4060 -1.3766 3.5160
C -3.2071 -1.0018 1.7937
C -0.9407 3.3976 -0.6672
C -1.0196 3.5245 -3.2383
C -2.7103 -2.1553 -2.4383
C -3.4881 1.0677 0.7988
C -2.8824 2.3436 0.1923
C 3.2661 2.7759 1.4621
C 0.2379 5.1266 -1.8452
C -0.6090 -4.5012 -0.3264
C 2.0869 -3.0393 2.6789
C -1.6411 0.8506 -1.3560
C 4.5023 -0.0948 1.4348
C 1.4004 -2.5304 -3.1271
C -0.4654 3.9217 0.5457
C -4.4850 -0.9665 2.3278
C -0.0446 -2.9146 1.5731
H -4.7903 -1.7896 2.9571
H 0.6647 5.4672 1.4771
H 1.0162 0.7787 1.4967
H -0.3611 -1.7278 4.2074
H 3.4911 -4.4429 1.8542
H 3.7574 0.5772 -1.9763
H -6.3053 0.1693 2.4212
H 4.2531 3.2355 1.4408
H -0.5357 2.5965 -3.5354
H 5.3024 0.5015 1.8731
H -3.4068 -2.7648 -4.0879
H 0.5117 5.5886 -2.7860
H 2.7636 -2.6862 3.4475
H 3.3128 2.2785 -1.7663
H -0.9308 -5.4996 -0.0211
H 3.0174 -2.1470 -0.1391
H 3.9864 -0.6157 2.2393
H -0.7875 2.1747 1.7668
H 0.9731 -3.4707 -4.9694
H 4.9360 -0.8321 0.7669
H 0.0546 3.5024 2.5713
H -0.0304 -0.5420 2.9634
H -1.6921 3.5893 2.2833
H 1.2575 -1.0076 4.0887
H 0.8851 1.4135 -0.1480
H -2.0878 3.3302 -3.2689
H -5.3304 2.0789 1.1105
H 2.5550 3.4752 1.0324
H -1.4996 -3.8863 -0.4459
H 1.2860 6.5684 -0.6572
H -0.7657 4.2881 -3.9739
H 4.9432 1.7385 -1.3540
H -1.4825 -3.2468 -4.7820
H 2.4718 -2.6373 -3.2163
H 1.9190 -5.2452 0.1215
H -0.1237 -4.5812 -1.3008
H 2.9954 2.5968 2.5022

---

# 6
Here is C35H37IP2Pt as an isolated structure at a distorted geometry from OMol25. Energies are from ωB97M-V with the def2-TZVPD basis set.

Output
F_max	2.55	eV/Å
E_tot	-66799.48611	eV
E_LUMO (spin up / spin down)	-4.848 / -9.120	eV
spin multiplicity	5
net charge	+2
gap between HOMO and LUMO (spin up / spin down)	6.73 / 4.21	eV
expectation value of S²	6.028

Atoms and positions in Å:
Pt 0.1298 -0.1317 5.0835
I 0.5840 -2.7128 4.8559
P 1.7329 0.4301 -2.7939
P -0.1272 -2.0029 -2.4432
C 3.5317 1.9556 -6.8446
C -1.5079 2.2751 6.3480
C 0.0432 0.5194 -3.4035
C 2.4694 4.0848 -0.0805
C -1.7546 -0.2101 6.5044
C 2.5020 0.2449 -5.4686
C -1.0898 -2.2475 -0.9037
C -0.7274 -1.3612 0.1347
C 2.0647 0.4856 5.2580
C -2.7634 -3.2531 0.5011
C -0.4348 -5.4087 -4.7680
C -2.0613 -0.4375 5.1435
C -0.8360 -0.4316 -2.9696
C -1.8095 1.4923 3.4122
C -2.7513 0.5355 4.2111
C -2.1481 -3.1473 -0.7494
C -0.4585 1.6959 4.0651
C 0.9688 2.8285 -1.5229
C -1.8462 1.0787 7.2526
C 3.1364 1.9075 -0.8939
C 2.9364 0.6978 -6.7161
C -1.6380 -5.2424 -5.4528
C -2.3744 -2.4162 1.5567
C 3.2045 2.3268 -4.4660
C 3.6849 2.7560 -5.7108
C -0.7096 -3.2316 -3.7019
C 1.9378 1.8350 -1.6468
C 0.0252 -4.4170 -3.8934
C -1.3770 -1.4540 1.3593
C -2.3425 -4.0406 -5.3126
C 2.5837 1.0741 -4.3352
C 3.4036 3.0462 -0.1393
C -0.3199 2.0066 5.4512
C 1.2434 3.9570 -0.7441
C -1.8491 -3.0244 -4.4906
H 2.6990 4.9968 0.4734
H -3.2609 -0.0671 3.4487
H -1.6841 -1.1047 7.1313
H 2.0606 -0.7478 -5.3694
H -2.8304 1.2316 7.7236
H -0.1951 1.2850 -4.1516
H -2.8535 -2.4923 2.5336
H 4.3507 3.1289 0.3887
H 3.8527 1.0807 -0.9334
H -1.2127 3.1026 7.0010
H -2.0256 -6.0373 -6.0943
H -2.3294 2.4521 3.2434
H 3.8592 2.3142 -7.8213
H -2.3886 2.6633 5.8073
H 0.0180 2.7417 -2.0496
H 0.9592 -4.5601 -3.3515
H 0.5759 2.5694 5.7494
H 0.4931 4.7444 -0.6801
H -2.2202 -1.4776 4.8550
H 4.1645 3.7289 -5.7989
H 0.3579 1.9444 3.3809
H 2.1228 1.5105 5.6665
H -3.5586 -3.9801 0.6505
H 2.6772 -0.2165 5.8460
H 3.2955 2.9795 -3.5995
H -1.7037 1.0603 2.3982
H -2.3623 -2.0681 -4.4646
H 0.1492 -6.3159 -4.9127
H 0.0259 -0.5859 -0.0410
H -3.2782 -3.8917 -5.8486
H -1.0894 -0.7883 2.1727
H 2.3487 0.5032 4.1917
H -2.5079 -3.7312 -1.5992
H 2.7997 0.0778 -7.6003
H -1.0958 1.0578 8.0645
H -3.5604 1.0908 4.7256
H -1.9092 -0.2619 -2.8220

---

We obtain energy above the lowest of the compared OMol25 structures with the same formula, charge and spin values of 2.717; 1.226; 6.603; 0.558; 0.034; 0.000 eV for the records listed above, in that order.